# 1
An isolated molecule of C9H14O3 at a distorted geometry. Source: OMol25; level of theory: wB97M-V/def2-TZVPD.

Its net charge is 0. As for the structure (SMILES): C1C[C@@H]([C@H]2CO2)OC[C@@H]1[C@H]1CO1. Its energy relative to the best compared isomer or geometry (same formula, charge and spin) is 48.89 kcal per mole. The lowest unoccupied orbital energy comes out at 0.0377 Ha. Its gap between HOMO and LUMO is 10.7 eV. As for the largest force on an atom: 0.0563 hartree/bohr.

```
26
Properties=species:S:1:pos:R:3:nbo_charge:R:1
O -0.13 1.21 3.78 -0.48
O 0.55 -0.87 0.94 -0.54
O 1.13 -1.19 -3.26 -0.50
C 0.79 0.17 3.92 -0.10
C 0.86 0.16 -3.49 -0.12
C 0.92 -0.88 -0.45 -0.06
C -1.30 0.70 0.60 -0.42
C -0.99 0.65 -0.93 -0.39
C -0.40 0.14 2.90 0.06
C -0.03 0.34 1.42 0.07
C -0.12 -0.80 -2.78 0.08
C -0.36 -0.71 -1.26 -0.28
H 0.67 -0.46 4.78 0.18
H 1.81 0.26 3.53 0.18
H 0.75 0.38 -4.56 0.18
H 1.38 0.88 -2.90 0.17
H 1.67 -0.09 -0.65 0.17
H 1.36 -1.84 -0.72 0.21
H -1.65 1.69 0.92 0.22
H -2.13 0.00 0.82 0.20
H -1.89 0.78 -1.52 0.21
H -0.26 1.43 -1.17 0.20
H -1.29 -0.52 3.07 0.19
H 0.69 1.18 1.35 0.17
H -0.96 -1.12 -3.41 0.18
H -1.06 -1.48 -0.97 0.21
```

***

# 2
A cluster of 2 separate species, C9H14S in total. Source: OMol25; level of theory: wB97M-V/def2-TZVPD.

Its net charge is 0. As for the structure (SMILES): Cc1ccccc1.CSC. Its energy relative to the best compared isomer or geometry (same formula, charge and spin) is 3.15 kcal per mole. The lowest unoccupied orbital energy comes out at 0.0344 Ha. Its gap between HOMO and LUMO is 9.5 eV. As for the largest force on an atom: 0.0192 hartree/bohr.

```
24
Properties=species:S:1:pos:R:3:nbo_charge:R:1
C -1.40 3.21 -1.09 -0.65
C -0.09 -0.34 -0.77 -0.20
C 0.89 -0.37 -1.75 -0.23
C -0.86 0.80 -0.58 -0.26
C -0.61 1.95 -1.31 0.08
C 1.14 0.76 -2.50 -0.20
C 0.41 1.93 -2.24 -0.25
H -0.28 -1.23 -0.18 0.21
H 1.46 -1.27 -1.92 0.21
H -1.59 0.80 0.23 0.21
H 1.90 0.77 -3.26 0.21
H -0.80 3.92 -0.53 0.22
H -2.26 3.00 -0.45 0.21
H 0.70 2.83 -2.78 0.21
H -1.69 3.67 -2.03 0.22
C 1.63 -1.67 2.40 -0.74
C -0.92 -2.85 2.26 -0.74
S 0.80 -3.15 1.77 0.17
H 1.46 -0.80 1.78 0.22
H 1.24 -1.48 3.40 0.21
H 2.66 -2.00 2.50 0.23
H -1.41 -3.81 2.39 0.23
H -1.43 -2.34 1.44 0.21
H -0.96 -2.34 3.22 0.22
```

***

# 3
A cluster of 2 separate species, C9H14S in total. Source: OMol25; level of theory: wB97M-V/def2-TZVPD.

Its net charge is +1. Its energy relative to the best compared isomer or geometry (same formula, charge and spin) is 13.16 kcal per mole. The lowest unoccupied orbital energy (alpha / beta) comes out at -0.1614 / -0.3034 Ha. Its gap between HOMO and LUMO (alpha / beta) is 7.5 / 3.6 eV. The expectation value of S² is 0.77. As for the largest force on an atom: 0.0146 hartree/bohr. As for the multiplicity: 2.

```
24
Properties=species:S:1:pos:R:3:lowdin_spin:R:1
C 1.26 2.13 -1.65 0.06
C 1.73 -0.06 -0.51 0.07
C 1.38 1.31 -0.43 0.27
C 1.84 -0.79 0.64 0.07
C 1.42 -0.23 1.87 0.30
C 1.06 1.90 0.85 0.12
C 1.08 1.14 1.98 0.04
H 1.85 -0.50 -1.49 0.00
H 2.28 -1.77 0.55 0.00
H 1.26 1.51 -2.54 0.00
H 2.04 2.88 -1.79 0.02
H 1.43 -0.82 2.77 0.01
H 0.83 2.96 0.90 0.00
H 0.89 1.57 2.95 0.00
H 0.32 2.68 -1.60 0.02
C -1.64 -1.44 -0.17 0.00
C -3.08 -0.93 -0.25 0.00
S -1.49 -3.19 0.27 0.01
H -1.15 -1.30 -1.13 0.00
H -1.05 -0.93 0.59 0.00
H -3.34 -0.61 -1.27 0.00
H -1.80 -3.68 -0.93 0.00
H -3.32 -0.11 0.44 0.00
H -3.78 -1.73 -0.05 0.00
```

***

# 4
A structure of composition C9H15AlClF2N3O9P at a distorted geometry. Source: OMol25; level of theory: wB97M-V/def2-TZVPD.

Its net charge is +1. The lowest unoccupied orbital energy comes out at -0.2309 Ha. Its gap between HOMO and LUMO is 2.5 eV. As for the largest force on an atom: 0.1480 hartree/bohr.

```
41
Properties=species:S:1:pos:R:3:nbo_charge:R:1
N -1.09 1.43 2.33 -1.29
P -0.22 0.83 1.11 2.09
O -0.42 -0.92 1.18 -1.10
O -0.97 1.46 -0.37 -0.95
C 1.64 1.29 1.14 -0.62
C 2.05 2.87 0.78 0.35
F 1.44 3.46 -0.45 -0.33
N 1.64 3.49 2.14 -0.54
C 1.81 2.60 3.21 0.24
C 2.45 1.24 2.57 -0.01
O 2.52 -0.01 3.34 -0.41
N 3.79 -0.45 3.12 0.12
O 3.83 -1.03 2.02 -0.35
H -1.54 0.67 2.89 0.40
H -0.28 -1.13 2.17 0.54
H -1.56 2.22 -0.05 0.54
H 2.09 0.53 0.36 0.29
H 3.23 2.90 0.64 0.24
H 1.27 4.47 2.15 0.47
H 1.52 2.89 4.31 0.30
H 3.59 1.54 2.41 0.28
C 0.56 -1.11 -2.11 -0.10
C -0.25 -2.10 -2.88 0.44
O 0.39 -2.14 -4.13 -0.45
C 1.70 -1.86 -3.87 0.95
O 2.61 -2.07 -4.65 -0.50
O 1.86 -1.31 -2.63 -0.48
F -1.51 -1.64 -3.07 -0.32
H 0.25 -0.08 -2.29 0.24
H 0.53 -1.31 -1.03 0.09
H -0.28 -3.10 -2.44 0.15
Cl 5.81 -1.30 2.09 -0.25
O -5.51 -1.79 -2.86 -0.32
C -5.53 -1.59 -1.53 -0.04
C -4.22 -0.78 -1.09 -0.02
O -4.24 -0.60 0.24 -0.42
H -5.55 -2.49 -0.89 0.20
H -6.39 -1.03 -1.12 0.21
H -4.22 0.13 -1.72 0.20
H -3.37 -1.34 -1.51 0.18
Al 0.55 -2.84 0.51 0.95
```

***

# 5
The ion C9H15B2NO6P with charge -1. Source: OMol25; level of theory: wB97M-V/def2-TZVPD.

Its net charge is -1. The lowest unoccupied orbital energy comes out at 0.1012 Ha. Its gap between HOMO and LUMO is 7.7 eV. As for the largest force on an atom: 0.0153 hartree/bohr.

```
34
Properties=species:S:1:pos:R:3:nbo_charge:R:1
C -0.86 -2.49 -1.90 -0.59
C -0.03 -3.30 -0.89 -0.79
B 0.18 -2.67 0.54 1.09
O 0.46 -3.56 1.59 -0.95
C 0.16 -1.13 0.88 -0.29
O -0.83 -0.40 0.20 -0.71
B -0.37 1.00 0.43 0.59
C -1.18 2.11 -0.38 -0.18
C -2.49 1.93 -0.82 -0.26
C -3.16 2.94 -1.49 0.01
N -2.63 4.12 -1.77 -0.47
C -1.37 4.31 -1.37 0.01
C -0.63 3.36 -0.68 -0.25
O 1.08 0.89 0.01 -0.71
C 1.50 -0.35 0.52 -0.29
P 2.61 -0.07 1.91 2.31
O 2.16 0.72 3.07 -1.10
O 3.12 -1.55 2.26 -0.99
O 3.93 0.59 1.24 -1.00
H -0.34 -1.58 -2.20 0.22
H -1.82 -2.20 -1.49 0.21
H -1.04 -3.08 -2.80 0.18
H 0.95 -3.52 -1.32 0.23
H -0.50 -4.28 -0.74 0.21
H -0.32 -3.84 2.07 0.50
H 0.02 -1.02 1.97 0.18
H -0.45 1.26 1.64 -0.12
H -2.99 0.98 -0.65 0.21
H -4.19 2.78 -1.81 0.17
H -0.92 5.27 -1.61 0.17
H 0.38 3.60 -0.38 0.21
H 2.06 -0.88 -0.26 0.19
H 3.73 -1.51 3.00 0.50
H 3.80 1.55 1.26 0.50
```

***

# 6
A structure of composition C9H15BBr24FNO6PS2 at a distorted geometry. Source: OMol25; level of theory: wB97M-V/def2-TZVPD.

Its net charge is -1. The lowest unoccupied orbital energy comes out at 0.0367 Ha. Its gap between HOMO and LUMO is 7.0 eV. As for the largest force on an atom: 0.0328 hartree/bohr.

```
60
Properties=species:S:1:pos:R:3:nbo_charge:R:1
N -0.48 -2.24 4.05 -1.35
P -0.90 -1.03 3.18 2.09
O -2.51 -0.77 3.25 -0.98
O -0.19 0.34 3.70 -1.01
B -0.44 -0.99 1.31 -0.68
C 1.18 -0.84 1.19 -0.89
S 1.61 0.75 0.58 2.05
O 3.03 0.97 0.62 -0.97
O 0.78 1.77 1.20 -0.99
S -1.09 -2.47 0.31 2.25
O -0.14 -2.90 -0.69 -0.96
O -1.76 -3.49 1.06 -0.93
F -2.28 -1.79 -0.56 -0.54
H 0.09 -1.95 4.83 0.37
H -2.75 0.01 2.73 0.48
H -0.42 1.12 3.17 0.50
H -0.98 -0.03 0.83 0.04
H 1.63 -1.58 0.52 0.28
H 1.70 -0.89 2.15 0.27
H 1.23 0.64 -0.72 -0.03
C -2.35 4.15 0.67 -0.50
Br -4.02 5.04 1.06 0.07
Br -2.42 2.29 1.09 0.12
Br -1.79 4.49 -1.14 0.09
H -1.60 4.58 1.33 0.23
C 3.94 3.32 -1.68 -0.50
Br 4.96 3.63 -0.09 0.10
Br 4.28 1.58 -2.45 0.09
Br 2.05 3.61 -1.42 0.09
H 4.27 4.04 -2.41 0.22
C 5.56 6.12 -4.84 -0.50
Br 5.67 5.46 -6.65 0.09
Br 3.77 5.99 -4.15 0.10
Br 6.81 5.24 -3.69 0.10
H 5.82 7.17 -4.87 0.22
C -0.62 -6.18 -0.51 -0.49
Br -0.19 -6.11 -2.38 0.07
Br -2.34 -6.99 -0.21 0.07
Br 0.76 -7.06 0.50 0.07
H -0.68 -5.15 -0.15 0.26
C 7.57 0.65 -4.16 -0.50
Br 6.86 1.99 -5.34 0.09
Br 6.57 -0.98 -4.25 0.10
Br 9.45 0.36 -4.49 0.08
H 7.48 1.03 -3.15 0.23
C -5.94 -8.13 1.53 -0.50
Br -5.67 -8.20 -0.37 0.10
Br -7.70 -8.73 2.02 0.08
Br -4.58 -9.10 2.47 0.10
H -5.86 -7.09 1.82 0.23
C -3.25 5.39 4.78 -0.51
Br -2.53 6.29 6.32 0.08
Br -2.45 3.66 4.55 0.11
Br -5.17 5.28 4.86 0.09
H -2.99 5.98 3.91 0.22
C -4.12 -1.71 -2.16 -0.48
Br -4.26 0.10 -1.56 0.08
Br -5.81 -2.63 -2.08 0.06
Br -3.35 -1.81 -3.92 0.07
H -3.44 -2.22 -1.49 0.26
```